No. 1
{
  "formula": "C48H61ClF4N5O5S3",
  "method": "ωB97M-V/def2-TZVPD",
  "gap_ev": 7.13,
  "charge": 1,
  "lumo_ev": -3.08,
  "symbols": ["C", "C", "O", "O", "C", "C", "C", "C", "N", "C", "C", "C", "N", "C", "C", "C", "C", "S", "O", "O", "Cl", "C", "N", "C", "C", "C", "O", "C", "C", "C", "S", "C", "S", "N", "C", "C", "N", "C", "H", "H", "H", "H", "H", "H", "H", "H", "H", "H", "H", "H", "H", "H", "H", "H", "H", "H", "H", "H", "H", "H", "H", "H", "H", "H", "H", "H", "H", "H", "H", "H", "H", "H", "H", "H", "H", "H", "H", "H", "H", "F", "C", "C", "C", "C", "C", "C", "H", "H", "H", "H", "H", "F", "C", "C", "C", "C", "C", "C", "H", "H", "H", "H", "H", "F", "C", "C", "C", "C", "C", "C", "H", "H", "H", "H", "H", "F", "C", "C", "C", "C", "C", "C", "H", "H", "H", "H", "H"],
  "positions_angstrom": [[9.6073, 3.9195, 2.4438], [9.7610, 2.6440, 1.6047], [10.5808, 1.8307, 1.9580], [9.0153, 2.4602, 0.4600], [7.7328, 1.8844, 0.7539], [7.0312, 1.5193, -0.5539], [5.5875, 0.9870, -0.3553], [4.7759, 1.9448, 0.5614], [3.3054, 2.0287, 0.1295], [3.3974, 3.0229, -0.9983], [2.5533, 4.1496, -0.3579], [1.0986, 3.7950, -0.8642], [2.7581, 4.0367, 1.1300], [1.6257, 4.8885, 1.6316], [2.0720, 5.6057, 2.9681], [1.8960, 7.1351, 2.8333], [2.8122, 7.9568, 3.7795], [3.9684, 9.0253, 2.8864], [3.2815, 10.1738, 2.3947], [5.0083, 9.3703, 3.8002], [4.7838, 7.9791, 1.3201], [2.7600, 2.6559, 1.2888], [2.4324, 1.8653, 2.2671], [1.9563, 2.3900, 3.5597], [3.1625, 2.9033, 4.4285], [3.3184, 1.9679, 5.6663], [4.5492, 2.1597, 6.3187], [2.5239, 0.3922, 2.1722], [1.1881, -0.2113, 1.6342], [1.2095, -0.4849, 0.1099], [-0.4123, -0.0319, -0.6180], [-1.3953, -1.5165, -0.4323], [-0.7865, -2.9815, -0.7895], [-2.6976, -1.3936, 0.0264], [-3.1941, -0.4568, 0.9130], [-4.5186, -0.6727, 1.0590], [-4.8344, -1.7699, 0.2624], [-3.7811, -2.1840, -0.3207], [9.0751, 3.7082, 3.3792], [10.6121, 4.2457, 2.7283], [9.1114, 4.7301, 1.8977], [7.1789, 2.6273, 1.3538], [7.9131, 0.9868, 1.3677], [7.0649, 2.3976, -1.2151], [7.6424, 0.7404, -1.0273], [5.6850, 0.0252, 0.1598], [5.1401, 0.9170, -1.3512], [4.8485, 1.5078, 1.5705], [5.2344, 2.9392, 0.6477], [2.9307, 2.4862, -1.8281], [4.4060, 3.2908, -1.3259], [2.7931, 5.1193, -0.8021], [1.0954, 3.4713, -1.9038], [0.5160, 4.7290, -0.8361], [0.5786, 3.1069, -0.1829], [1.4031, 5.7143, 0.9574], [0.7186, 4.3206, 1.8614], [3.1542, 5.4361, 3.0654], [1.5631, 5.1897, 3.8413], [0.8452, 7.3774, 3.0365], [2.0916, 7.4879, 1.8101], [2.1708, 8.6616, 4.3221], [3.3877, 7.3647, 4.4964], [1.5542, 1.5395, 4.1232], [1.1390, 3.1069, 3.4863], [4.0656, 2.8101, 3.8099], [2.9915, 3.9019, 4.8313], [3.1881, 0.9182, 5.3603], [2.4805, 2.2313, 6.3330], [5.1135, 2.7471, 5.8073], [2.6402, -0.0113, 3.1849], [3.3976, 0.0582, 1.6112], [0.9273, -1.1135, 2.1975], [0.4187, 0.5505, 1.8187], [1.3228, -1.5595, -0.0902], [1.9944, 0.0433, -0.4340], [-2.5867, 0.2997, 1.3917], [-5.2281, -0.1267, 1.6635], [-3.7344, -3.0242, -1.0023], [-3.5436, -1.9001, 3.4278], [-4.5088, -2.4028, 4.2314], [-4.2313, -2.6086, 5.5681], [-5.2236, -3.1197, 6.3926], [-6.4723, -3.4267, 5.8690], [-6.7321, -3.2181, 4.5212], [-5.7466, -2.6974, 3.6942], [-3.2490, -2.3705, 5.9558], [-5.0221, -3.2791, 7.4436], [-7.2432, -3.8293, 6.5130], [-7.7036, -3.4617, 4.1120], [-5.9330, -2.5216, 2.6424], [-9.8531, -3.6296, -3.4360], [-8.5131, -3.5061, -3.4331], [-7.9005, -2.8330, -2.3940], [-6.5182, -2.7100, -2.3897], [-5.7711, -3.2526, -3.4291], [-6.4040, -3.9225, -4.4686], [-7.7839, -4.0555, -4.4694], [-8.5022, -2.4114, -1.5992], [-6.0249, -2.1918, -1.5784], [-4.6917, -3.1529, -3.4288], [-5.8230, -4.3415, -5.2799], [-8.2941, -4.5806, -5.2659], [3.9436, -3.3246, -1.5191], [3.3349, -4.3719, -2.1233], [2.2243, -4.9354, -1.5300], [1.5951, -6.0050, -2.1499], [2.0915, -6.5021, -3.3476], [3.2135, -5.9258, -3.9284], [3.8388, -4.8486, -3.3160], [1.8586, -4.5379, -0.5922], [0.7183, -6.4509, -1.6986], [1.6027, -7.3393, -3.8284], [3.6029, -6.3154, -4.8595], [4.7092, -4.3809, -3.7576], [-7.8757, -4.0890, -7.8265], [-8.6063, -4.9448, -8.5700], [-7.9917, -6.0509, -9.1226], [-8.7466, -6.9326, -9.8829], [-10.0987, -6.6922, -10.0882], [-10.6990, -5.5724, -9.5285], [-9.9505, -4.6933, -8.7589], [-6.9349, -6.2163, -8.9575], [-8.2795, -7.8072, -10.3159], [-10.6845, -7.3792, -10.6850], [-11.7517, -5.3827, -9.6914], [-10.4021, -3.8195, -8.3073]]
}


No. 2
{
  "formula": "C48H61O5S2W",
  "method": "ωB97M-V/def2-TZVPD",
  "gap_ev": [5.96, 6.59],
  "multiplicity": 3,
  "charge": 1,
  "lumo_ev": [-3.39, -3.56],
  "symbols": ["W", "C", "O", "C", "C", "C", "C", "C", "C", "C", "C", "C", "C", "C", "C", "C", "C", "C", "C", "C", "C", "C", "C", "C", "C", "C", "C", "C", "C", "C", "C", "C", "C", "O", "C", "C", "C", "C", "C", "O", "C", "C", "C", "C", "C", "C", "O", "C", "C", "C", "C", "H", "H", "H", "H", "H", "H", "H", "H", "H", "H", "H", "H", "H", "H", "H", "H", "H", "H", "H", "H", "H", "H", "H", "H", "H", "H", "H", "H", "H", "H", "H", "H", "H", "H", "H", "H", "H", "H", "H", "H", "H", "H", "H", "H", "H", "H", "H", "H", "H", "H", "H", "H", "H", "H", "H", "H", "H", "H", "C", "O", "C", "S", "S", "H", "H", "H"],
  "positions_angstrom": [[0.2788, 0.3705, 0.6738], [3.7181, 1.6322, 0.0624], [2.4547, 0.9663, -0.0206], [2.4469, -0.1665, -0.8622], [2.2135, 0.0057, -2.2279], [1.7694, 1.2931, -2.8943], [1.3666, 2.4983, -2.0811], [1.9250, 3.7344, -2.3433], [1.4444, 4.9086, -1.7605], [0.3578, 4.7904, -0.9111], [-0.2339, 3.5629, -0.6107], [-1.5507, 3.5963, 0.1428], [-2.0467, 2.3662, 0.8609], [-3.3640, 1.9856, 0.6977], [-3.9747, 1.0284, 1.5064], [-3.1581, 0.3391, 2.4060], [-1.8235, 0.6361, 2.5898], [-1.0171, -0.1517, 3.6078], [-0.2936, -1.3281, 2.9732], [-0.6886, -2.6468, 3.1030], [0.0705, -3.6931, 2.5805], [1.2761, -3.3909, 1.9287], [1.7115, -2.0972, 1.7715], [3.0202, -1.7069, 1.1151], [2.8312, -1.4304, -0.3649], [3.0013, -2.4719, -1.2543], [2.8464, -2.3141, -2.6315], [2.4104, -1.0789, -3.0791], [3.1810, -3.4665, -3.5689], [4.6255, -3.9201, -3.3023], [3.0730, -3.0625, -5.0414], [2.2142, -4.6311, -3.3081], [0.9025, -1.0510, 2.2721], [1.3445, 0.2260, 2.2185], [-0.3258, -5.1510, 2.7652], [0.6701, -5.7832, 3.7522], [-1.7420, -5.3003, 3.3281], [-0.2685, -5.8814, 1.4155], [-1.2241, 1.6876, 1.8064], [-0.0707, 2.3714, 2.2350], [-0.2731, 3.2598, 3.3365], [-5.4801, 0.8084, 1.5113], [-6.0003, 1.0258, 2.9432], [-6.2136, 1.7822, 0.5850], [-5.8143, -0.6218, 1.0654], [0.2948, 2.4127, -1.1840], [-0.1942, 1.1769, -0.8748], [2.0686, 6.2492, -2.1262], [1.9788, 6.4485, -3.6487], [1.3556, 7.4289, -1.4598], [3.5408, 6.2635, -1.6901], [4.0320, 1.9625, -0.9280], [4.4725, 0.9681, 0.4861], [3.5698, 2.4928, 0.7101], [0.8971, 1.0250, -3.4979], [2.5534, 1.5945, -3.5926], [2.7443, 3.7818, -3.0517], [-0.0861, 5.6740, -0.4704], [-2.3148, 3.8753, -0.5867], [-1.5026, 4.4177, 0.8637], [-3.9457, 2.5138, -0.0450], [-3.5878, -0.4436, 3.0205], [-1.6844, -0.5237, 4.3837], [-0.2655, 0.4882, 4.0719], [-1.6040, -2.8503, 3.6412], [1.8993, -4.1933, 1.5534], [3.7376, -2.5172, 1.2366], [3.4053, -0.8241, 1.6252], [3.2892, -3.4377, -0.8563], [2.2299, -0.9125, -4.1328], [5.3201, -3.0901, -3.4431], [4.8973, -4.7151, -3.9982], [4.7528, -4.3046, -2.2902], [3.7272, -2.2194, -5.2697], [2.0472, -2.8025, -5.3079], [3.3776, -3.9011, -5.6675], [2.3005, -5.0041, -2.2864], [2.4349, -5.4533, -3.9906], [1.1830, -4.3138, -3.4724], [0.6411, -5.2649, 4.7121], [1.6904, -5.7331, 3.3700], [0.4188, -6.8315, 3.9182], [-1.8260, -4.8681, 4.3259], [-1.9917, -6.3583, 3.4028], [-2.4756, -4.8281, 2.6710], [0.7409, -5.9193, 1.0057], [-0.9091, -5.3820, 0.6858], [-0.6145, -6.9082, 1.5357], [-1.0387, 4.0013, 3.0987], [0.6810, 3.7525, 3.5025], [-0.5683, 2.7170, 4.2363], [-5.7512, 2.0274, 3.2979], [-5.5835, 0.3001, 3.6416], [-7.0854, 0.9180, 2.9567], [-6.0174, 2.8203, 0.8582], [-7.2868, 1.6135, 0.6725], [-5.9382, 1.6275, -0.4595], [-5.3616, -1.3643, 1.7253], [-5.4706, -0.7950, 0.0444], [-6.8953, -0.7658, 1.0889], [0.9436, 6.3625, -3.9827], [2.5774, 5.7177, -4.1930], [2.3417, 7.4435, -3.9108], [0.3079, 7.4793, -1.7613], [1.8354, 8.3559, -1.7742], [1.4135, 7.3751, -0.3711], [4.1090, 5.4631, -2.1664], [3.6215, 6.1453, -0.6078], [3.9984, 7.2148, -1.9663], [-3.5871, -2.8095, -0.2866], [-3.3388, -1.9208, -1.3826], [-2.1802, -1.2754, -1.4990], [-1.8772, -0.4829, -2.8924], [-1.0547, -1.5225, -0.1455], [-4.5607, -3.2480, -0.4834], [-3.5978, -2.2668, 0.6585], [-2.8251, -3.5877, -0.2391]]
}


No. 3
{
  "formula": "C48H62AsGe2N2OPSn",
  "method": "ωB97M-V/def2-TZVPD",
  "gap_ev": [5.73, 5.17],
  "e_above_lowest_ev": 0.0000,
  "charge": 4,
  "lumo_ev": [-11.37, -11.50],
  "symbols": ["Sn", "C", "C", "Ge", "C", "C", "C", "C", "Ge", "C", "C", "C", "C", "C", "C", "C", "C", "C", "C", "H", "H", "H", "H", "H", "H", "H", "H", "H", "H", "H", "H", "H", "H", "H", "H", "H", "H", "H", "H", "H", "H", "H", "H", "H", "H", "C", "N", "C", "C", "C", "N", "C", "C", "O", "H", "H", "H", "H", "H", "H", "H", "H", "H", "H", "H", "H", "C", "C", "As", "C", "C", "C", "C", "C", "C", "C", "C", "C", "C", "C", "C", "P", "C", "C", "C", "C", "C", "C", "C", "C", "C", "C", "C", "C", "H", "H", "H", "H", "H", "H", "H", "H", "H", "H", "H", "H", "H", "H", "H", "H", "H", "H", "H", "H", "H", "H", "H", "H"],
  "positions_angstrom": [[-0.1439, 0.5172, -0.8065], [4.5082, 2.0197, 1.8993], [3.0587, 1.6078, 1.5892], [2.5730, 2.3065, -0.1547], [3.1498, 1.4441, -1.7952], [4.6534, 1.7201, -1.9844], [2.8266, 4.2296, -0.2336], [2.0243, 5.2991, -0.1739], [0.0909, 5.2335, -0.0885], [-0.8951, 5.0846, -1.7494], [-1.1120, 6.4651, -2.4042], [-0.8244, 5.3342, 1.6144], [-0.9623, 6.7891, 2.1086], [2.4396, 6.7072, -0.1912], [1.4264, 7.6638, -0.2456], [1.6936, 9.0217, -0.2610], [3.0189, 9.4330, -0.2195], [4.0463, 8.4956, -0.1635], [3.7650, 7.1412, -0.1485], [4.7401, 1.7660, 2.9339], [4.6708, 3.0933, 1.7926], [5.2231, 1.4973, 1.2627], [2.3748, 2.0240, 2.3312], [2.9458, 0.5256, 1.5966], [2.5755, 1.8484, -2.6308], [2.9616, 0.3714, -1.7426], [4.8845, 2.7858, -1.9645], [4.9692, 1.3454, -2.9579], [5.2571, 1.2230, -1.2243], [3.8947, 4.4366, -0.3302], [-1.8528, 4.6142, -1.5299], [-0.3339, 4.4361, -2.4244], [-1.6554, 7.1492, -1.7513], [-1.7002, 6.3404, -3.3115], [-0.1668, 6.9306, -2.6812], [-0.2655, 4.7419, 2.3415], [-1.8048, 4.8771, 1.4785], [0.0109, 7.2472, 2.2799], [-1.5055, 6.7956, 3.0519], [-1.5171, 7.4103, 1.4045], [0.3581, 7.3783, -0.2937], [0.8922, 9.7462, -0.3084], [3.2531, 10.4892, -0.2289], [5.0737, 8.8321, -0.1286], [4.5795, 6.4304, -0.0970], [-3.0243, -1.7948, -1.3613], [-3.8780, -0.9016, -0.5938], [-5.2371, -1.3612, -0.2560], [-5.7386, -0.6373, 0.9736], [-5.5830, 0.8545, 0.7799], [-4.1906, 1.1703, 0.4126], [-3.6939, 2.4888, 0.7730], [-3.4151, 0.2861, -0.2080], [-2.1915, 0.6132, -0.4831], [-3.6271, -2.6235, -1.7257], [-2.2317, -2.1957, -0.7278], [-2.5972, -1.2865, -2.2258], [-5.1789, -2.4336, -0.0747], [-5.8937, -1.1969, -1.1137], [-5.1736, -0.9589, 1.8516], [-6.7853, -0.8818, 1.1462], [-5.8058, 1.3906, 1.7008], [-6.2493, 1.2338, 0.0016], [-4.5371, 3.1761, 0.7880], [-2.9806, 2.8362, 0.0312], [-3.2330, 2.4799, 1.7639], [0.0799, -3.4455, -0.3525], [0.4922, -3.5236, -1.8200], [0.0285, -5.2596, -2.5934], [0.9510, -6.6473, -1.7481], [2.1902, -6.4157, -1.1311], [2.8615, -7.4721, -0.5509], [2.3261, -8.7581, -0.6203], [1.1158, -8.9952, -1.2652], [0.4313, -7.9468, -1.8492], [-1.8597, -5.4729, -2.4537], [-2.4097, -6.0562, -1.3101], [-3.7868, -6.1975, -1.2243], [-4.5972, -5.7792, -2.2737], [-4.0423, -5.2068, -3.4121], [-2.6669, -5.0515, -3.5094], [0.4251, -1.8425, 0.5071], [2.1600, -1.8992, 0.9848], [2.5370, -1.9560, 2.3273], [3.8835, -2.0132, 2.6632], [4.8526, -2.0036, 1.6694], [4.4824, -1.9310, 0.3307], [3.1404, -1.8748, -0.0123], [-0.5977, -1.9485, 1.9892], [-1.3521, -0.8565, 2.4136], [-2.1348, -0.9427, 3.5565], [-2.1712, -2.1248, 4.2831], [-1.4217, -3.2200, 3.8702], [-0.6385, -3.1343, 2.7313], [0.6096, -4.2029, 0.2324], [-0.9868, -3.6384, -0.2327], [1.5605, -3.3754, -1.9699], [-0.0356, -2.7963, -2.4388], [2.6242, -5.4221, -1.1058], [3.8103, -7.3106, -0.0576], [2.8712, -9.5861, -0.1858], [0.7210, -10.0002, -1.3256], [-0.4956, -8.1328, -2.3786], [-1.7773, -6.4135, -0.5059], [-4.2256, -6.6609, -0.3503], [-5.6682, -5.9244, -2.2139], [-4.6761, -4.9093, -4.2367], [-2.2350, -4.6361, -4.4120], [1.7892, -1.9507, 3.1097], [4.1743, -2.0671, 3.7043], [5.9004, -2.0532, 1.9368], [5.2411, -1.9214, -0.4420], [2.8680, -1.8043, -1.0602], [-1.3295, 0.0849, 1.8766], [-2.7079, -0.0859, 3.8869], [-2.7751, -2.1925, 5.1786], [-1.4414, -4.1375, 4.4433], [-0.0488, -3.9942, 2.4344]]
}


Question: What is the formula in the second record?
Answer: C48H61O5S2W


Question: What is the formula in the second record?
Answer: C48H61O5S2W